{"formula": "C4H4Br3ClN3S", "method": "wB97M-V/def2-TZVPD", "spin_multiplicity": 1, "total_charge": 1, "de_lowest_ev": 3.039, "elements": ["Cl", "Br", "H", "H", "C", "S", "C", "C", "C", "H", "Br", "N", "H", "N", "Br", "N"], "xyz": [[-0.552, 2.594, -1.208], [3.902, 2.015, 1.290], [2.001, 0.805, -1.121], [4.595, 3.253, 1.537], [-2.293, 0.718, -0.033], [1.022, -2.728, 0.301], [-2.318, -0.700, 0.420], [-1.179, 1.212, -0.612], [-0.048, -1.335, 0.060], [-0.070, -3.441, 0.632], [-3.950, -1.350, 1.101], [1.593, -0.158, -1.158], [1.886, -0.946, -1.599], [0.473, -0.266, -0.488], [-3.770, 1.794, 0.399], [-1.291, -1.469, 0.479]], "mulliken_charge": [-0.0399, -0.2357, 0.2348, 0.2464, 0.2405, -0.1930, 0.3552, 0.2951, 0.7450, 0.2133, -0.0204, -0.6006, 0.2170, 0.0204, -0.0221, -0.4558]}

{"formula": "C4H4BrCl2N2", "method": "wB97M-V/def2-TZVPD", "spin_multiplicity": 1, "total_charge": 1, "de_lowest_ev": 2.100, "elements": ["Br", "C", "H", "N", "C", "H", "C", "C", "Cl", "H", "Cl", "N", "H"], "xyz": [[-4.587, 0.573, -0.018], [1.008, -0.231, -0.747], [-2.147, -1.734, -1.264], [1.441, -1.343, -0.209], [-1.119, -1.528, -1.138], [2.260, -1.372, 0.309], [-0.260, -0.376, -1.649], [0.680, -2.531, -0.220], [1.620, -3.959, 0.162], [-0.877, 0.621, -1.435], [1.676, 1.249, -0.308], [-0.583, -2.540, -0.528], [0.187, -0.410, -2.643]], "mulliken_charge": [0.0035, 0.3699, 0.5530, -0.0769, -0.1764, 0.2397, -0.5431, 0.4396, -0.0868, 0.3560, -0.0456, -0.3815, 0.3486]}

{"formula": "C4H4BrN", "method": "wB97M-V/def2-TZVPD", "smiles": "N=C=C/C=C/Br", "spin_multiplicity": 1, "de_lowest_ev": 1.505, "elements": ["H", "H", "C", "C", "H", "H", "N", "C", "Br", "C"], "xyz": [[-1.439, 1.779, 0.724], [1.313, 1.425, 0.154], [-1.734, 0.081, -0.291], [0.483, 0.719, 0.011], [-1.355, -0.802, -0.860], [1.635, -2.068, 0.136], [1.485, -1.481, -0.669], [-0.929, 0.911, 0.293], [-3.600, -0.118, -0.186], [0.904, -0.493, -0.242]], "mulliken_charge": [0.3460, 0.3174, -0.5316, -0.5192, 0.2688, 0.2898, -0.5257, 0.0991, -0.1313, 0.3866]}

{"formula": "C4H4BrN", "method": "wB97M-V/def2-TZVPD", "smiles": "C/C(C#N)=C\\Br", "spin_multiplicity": 1, "de_lowest_ev": 0.322, "elements": ["Br", "H", "N", "H", "H", "C", "C", "C", "C", "H"], "xyz": [[2.630, -1.116, 0.022], [1.161, 1.184, 0.848], [-2.677, -0.262, -1.103], [-0.271, 0.693, 1.802], [-0.473, 1.869, 0.446], [0.813, -0.982, -0.659], [-1.609, -0.347, -0.701], [-0.154, -0.228, -0.154], [0.073, 0.960, 0.783], [0.507, -1.770, -1.283]], "mulliken_charge": [-0.1333, 0.3493, -0.3639, 0.2774, 0.3036, -0.5428, 0.0068, 0.7396, -1.0872, 0.4505]}

{"formula": "C4H4BrNO2", "method": "wB97M-V/def2-TZVPD", "smiles": "COC(=O)N=C=CBr", "spin_multiplicity": 1, "de_lowest_ev": 0.886, "elements": ["H", "N", "C", "H", "C", "H", "C", "O", "O", "H", "C", "Br"], "xyz": [[-3.491, -1.746, -0.786], [-1.580, 0.765, 0.316], [-2.440, 0.052, -0.117], [0.254, -0.419, 0.341], [1.055, 0.349, 0.174], [1.466, 0.294, -0.828], [-3.408, -0.667, -0.574], [0.530, 1.693, 0.094], [-1.230, 2.937, -0.017], [1.801, 0.347, 0.874], [-0.784, 1.879, 0.133], [-5.100, 0.241, -0.522]], "mulliken_charge": [0.3791, -0.3482, 0.8189, 0.2508, -0.5553, 0.2344, -0.8797, -0.3466, -0.4548, 0.2814, 0.7391, -0.1192]}

{"formula": "C4H4BrNOS", "method": "wB97M-V/def2-TZVPD", "smiles": "COc1ncsc1Br", "spin_multiplicity": 1, "de_lowest_ev": 0.839, "elements": ["C", "H", "N", "S", "H", "O", "H", "H", "C", "C", "Br", "C"], "xyz": [[-1.186, 1.634, -0.030], [0.929, -2.386, 1.443], [-0.902, 0.420, 0.184], [-0.207, 2.438, -1.312], [-2.020, 2.263, 0.413], [0.724, -1.194, -0.142], [-0.255, -1.034, 1.650], [-0.637, -2.380, 0.728], [0.783, 1.036, -1.270], [0.250, 0.045, -0.414], [2.332, 0.945, -2.271], [0.189, -1.788, 1.019]], "mulliken_charge": [-0.0725, 0.2541, -0.4805, -0.1300, 0.3395, -0.3783, 0.3807, 0.2945, 0.0806, 0.5190, -0.1017, -0.7054]}

{"formula": "C4H4BrPS", "method": "wB97M-V/def2-TZVPD", "spin_multiplicity": 1, "de_lowest_ev": 1.299, "elements": ["C", "C", "H", "H", "H", "Br", "C", "C", "S", "H", "P"], "xyz": [[-0.471, 1.186, -0.112], [-0.341, -0.850, 0.908], [-0.614, -1.800, 1.236], [-1.550, -0.569, -0.719], [0.909, 2.446, 0.796], [1.507, -1.006, -2.486], [0.403, 1.514, 0.812], [-0.898, -0.150, -0.072], [0.732, 0.141, 1.861], [-0.706, 1.968, -0.753], [1.029, -2.880, -1.470]], "mulliken_charge": [-0.2730, -0.5439, 0.5470, 0.5509, 0.4139, -0.0682, -0.3304, -0.6032, -0.1711, 0.4011, 0.0768]}

{"formula": "C4H4Cl2", "method": "wB97M-V/def2-TZVPD", "spin_multiplicity": 1, "de_lowest_ev": 4.029, "elements": ["Cl", "H", "C", "H", "H", "H", "C", "C", "Cl", "C"], "xyz": [[1.929, -1.490, 0.005], [-2.255, 0.993, -0.468], [-0.234, 0.029, -1.175], [0.246, 0.039, -2.225], [0.142, 0.308, 2.019], [-0.747, -1.268, 1.223], [-1.279, 0.576, -0.618], [-0.165, -0.295, 1.244], [1.645, 1.307, 0.046], [0.716, -0.199, -0.050]], "mulliken_charge": [-0.1895, 0.3978, -0.2710, 0.2933, 0.3776, 0.2945, -0.4003, -0.8917, -0.1760, 0.5653]}

{"formula": "C4H4Cl2FO2", "method": "wB97M-V/def2-TZVPD", "spin_multiplicity": 1, "total_charge": -1, "de_lowest_ev": 0.129, "elements": ["C", "C", "H", "H", "H", "H", "Cl", "O", "O", "C", "C", "F", "Cl"], "xyz": [[0.079, -1.121, -1.206], [-1.256, -0.818, -1.269], [1.619, 2.139, 0.696], [1.596, -1.921, -0.470], [-0.911, 0.595, 1.882], [0.559, 0.921, -0.119], [-2.370, -2.061, -0.732], [0.615, -2.106, -0.357], [0.909, -0.311, -1.682], [0.721, 1.419, 0.735], [-0.025, 1.277, 1.851], [0.294, 1.665, 3.062], [-1.830, 0.323, -2.392]], "mulliken_charge": [0.2899, 0.2789, 0.1669, 0.3244, 0.3212, 0.1917, -0.2929, -0.5291, -0.7723, -0.6819, 0.2060, -0.2539, -0.2489]}

{"formula": "C4H4Cl2O", "method": "wB97M-V/def2-TZVPD", "spin_multiplicity": 1, "de_lowest_ev": 5.545, "elements": ["H", "Cl", "O", "C", "C", "C", "H", "Cl", "H", "H", "C"], "xyz": [[-2.711, -0.515, -0.774], [2.247, -1.586, -0.021], [-1.982, 0.022, 1.074], [1.040, 0.765, 0.020], [-1.028, -0.731, 0.574], [2.159, 0.120, -0.095], [-0.723, -1.703, 0.740], [3.714, 0.911, -0.167], [0.762, 1.836, -0.083], [-1.557, 0.854, -0.912], [-1.920, 0.028, -0.355]], "mulliken_charge": [0.2630, -0.1842, -0.3167, -0.6795, -0.0959, 0.5260, 0.3792, -0.1924, 0.3088, 0.1966, -0.2050]}

{"formula": "C4H4Cl2S", "method": "wB97M-V/def2-TZVPD", "smiles": "ClC(Cl)=C[C@H]1CS1", "spin_multiplicity": 1, "de_lowest_ev": 1.580, "elements": ["S", "C", "Cl", "C", "H", "Cl", "H", "H", "C", "H", "C"], "xyz": [[2.606, 0.751, -0.126], [-0.253, -0.685, 0.426], [-2.246, -2.117, 1.572], [0.638, 0.131, -0.481], [0.569, -0.132, -1.445], [-2.510, -1.369, -1.089], [0.474, 1.955, 0.655], [1.174, 2.223, -1.055], [1.024, 1.560, -0.194], [0.026, -1.021, 1.467], [-1.503, -1.297, 0.270]], "mulliken_charge": [-0.1588, -0.4574, -0.1760, -0.3821, 0.5578, -0.1737, 0.3370, 0.2742, -0.5426, 0.2768, 0.4450]}

{"formula": "C4H4Cl3F", "method": "wB97M-V/def2-TZVPD", "smiles": "C[C@](F)(Cl)C=C(Cl)Cl", "spin_multiplicity": 1, "de_lowest_ev": 0.777, "elements": ["Cl", "C", "H", "C", "H", "Cl", "C", "Cl", "H", "H", "C", "F"], "xyz": [[4.193, 1.725, 0.509], [3.257, 0.343, -0.044], [-1.040, -1.254, -0.909], [-0.480, -0.479, -0.357], [-0.698, 0.406, -0.972], [1.366, -2.015, 1.192], [1.024, -0.783, -0.122], [4.197, -0.972, -0.716], [-0.956, -0.282, 0.526], [1.355, 1.148, 0.608], [1.906, 0.432, 0.128], [1.479, -1.453, -1.205]], "mulliken_charge": [-0.1719, 0.3460, 0.3470, -1.4236, 0.3709, -0.1737, 0.8797, -0.1000, 0.4359, 0.3891, -0.6695, -0.2299]}

{"formula": "C4H4Cl3N2O2S", "method": "wB97M-V/def2-TZVPD", "spin_multiplicity": 1, "total_charge": 1, "de_lowest_ev": 0.000, "elements": ["C", "H", "H", "O", "Cl", "S", "C", "N", "C", "Cl", "Cl", "N", "H", "C", "H", "O"], "xyz": [[-2.578, 0.611, -0.489], [-3.513, 1.065, -0.923], [-3.163, -1.504, -0.436], [2.309, -0.488, 1.535], [-0.504, -2.649, 0.304], [3.201, -1.095, 0.522], [-1.035, -1.101, 0.176], [-0.137, -0.137, 0.540], [-2.330, -0.750, -0.236], [3.532, 1.459, -0.797], [0.552, 2.365, 1.053], [-1.668, 1.543, -0.138], [0.756, -0.424, 0.899], [-0.516, 1.177, 0.413], [2.562, 1.379, -1.720], [2.532, -1.451, -0.704]], "mulliken_charge": [-0.0434, 0.4169, 0.3436, -0.5076, -0.0742, 0.7641, 0.7426, 0.1519, -0.5492, -0.2523, -0.0240, -0.4576, 0.0025, 0.5434, 0.2997, -0.3564]}

{"formula": "C4H4ClF", "method": "wB97M-V/def2-TZVPD", "smiles": "C=C/C=C(/F)Cl", "spin_multiplicity": 1, "de_lowest_ev": 0.144, "elements": ["C", "C", "Cl", "C", "C", "F", "H", "H", "H", "H"], "xyz": [[-1.725, -0.407, 0.146], [-3.034, -0.144, -0.115], [1.528, -0.998, -0.038], [-0.751, 0.640, 0.098], [0.586, 0.493, 0.003], [1.467, 1.481, -0.005], [-1.368, -1.405, 0.323], [-3.716, -0.959, -0.077], [-1.111, 1.649, -0.050], [-3.431, 0.861, -0.297]], "mulliken_charge": [0.0659, -0.8546, -0.1711, -0.2571, 0.3537, -0.2185, 0.2857, 0.2807, 0.2801, 0.2352]}

{"formula": "C4H4ClF", "method": "wB97M-V/def2-TZVPD", "smiles": "FCC#CCCl", "spin_multiplicity": 1, "de_lowest_ev": 1.214, "elements": ["C", "F", "Cl", "H", "H", "C", "H", "C", "H", "C"], "xyz": [[-2.006, 0.330, -0.279], [2.474, -1.426, -0.273], [-3.090, -1.064, 0.107], [-2.340, 0.592, -1.278], [-2.370, 1.216, 0.354], [0.648, 0.027, 0.160], [2.308, -0.073, 1.336], [-0.565, 0.117, -0.087], [2.828, 0.473, -0.287], [2.113, -0.192, 0.246]], "mulliken_charge": [-0.5380, -0.2590, -0.1827, 0.2930, 0.2768, 0.1890, 0.2174, 0.1426, 0.2475, -0.3865]}

{"formula": "C4H4ClF", "method": "wB97M-V/def2-TZVPD", "spin_multiplicity": 1, "de_lowest_ev": 2.716, "elements": ["Cl", "H", "H", "C", "C", "C", "F", "H", "H", "C"], "xyz": [[0.260, 0.403, 2.444], [0.257, 0.980, -2.087], [-1.582, 1.595, -0.242], [0.093, 0.496, -1.122], [-0.795, 0.796, -0.175], [0.772, -0.592, -0.184], [2.053, -0.544, 0.018], [-1.219, -1.366, 0.932], [0.396, -1.647, -0.480], [-0.234, -0.120, 0.895]], "mulliken_charge": [-0.1405, 0.3668, 0.3344, -0.7484, -0.0187, 0.5428, -0.2713, 0.1951, 0.1774, -0.4375]}

{"formula": "C4H4ClF3", "method": "wB97M-V/def2-TZVPD", "smiles": "C=C(F)CC(F)(F)Cl", "spin_multiplicity": 1, "de_lowest_ev": 0.000, "elements": ["F", "Cl", "H", "C", "H", "H", "F", "F", "H", "C", "C", "C"], "xyz": [[-1.366, 0.851, 1.141], [-3.007, -0.720, -0.004], [-0.377, -1.449, 0.874], [1.504, 1.035, 0.031], [2.557, 1.283, -0.083], [-0.363, -1.513, -0.894], [-1.376, 0.947, -1.095], [2.116, -1.230, -0.009], [0.731, 1.824, 0.085], [-0.218, -0.877, -0.025], [-1.403, 0.107, -0.021], [1.204, -0.258, 0.002]], "mulliken_charge": [-0.2130, -0.1629, 0.3115, -0.7773, 0.2949, 0.3480, -0.1998, -0.2608, 0.2414, -0.6034, 0.5902, 0.4312]}

{"formula": "C4H4ClN", "method": "wB97M-V/def2-TZVPD", "smiles": "N=C=CCl.C#C", "spin_multiplicity": 1, "de_lowest_ev": 4.190, "elements": ["Cl", "C", "C", "H", "H", "H", "H", "C", "C", "N"], "xyz": [[-1.972, 0.955, 0.177], [2.132, 1.946, 1.188], [-1.107, -1.661, -0.417], [2.942, 2.423, 1.746], [-0.093, -3.149, 0.133], [-1.297, -0.215, -1.839], [0.416, 1.263, -0.190], [1.259, 1.690, 0.366], [-1.385, -0.415, -0.816], [-0.895, -2.837, -0.348]], "mulliken_charge": [-0.1616, -0.2420, 0.6287, 0.3468, 0.2992, 0.4085, 0.0343, -0.1248, -0.7617, -0.4275]}

{"formula": "C4H4ClN3", "method": "wB97M-V/def2-TZVPD", "smiles": "[H]/N=C/C=C=N.N#CCl", "spin_multiplicity": 1, "de_lowest_ev": 4.133, "elements": ["H", "H", "H", "N", "C", "C", "C", "C", "Cl", "H", "N", "N"], "xyz": [[0.582, 3.116, -0.166], [0.743, -2.946, 0.022], [-0.038, 0.027, -1.934], [-1.247, 1.093, 1.943], [0.878, 1.221, -0.530], [0.591, -1.104, -0.172], [0.248, 0.111, -0.845], [-1.672, 0.245, 1.345], [-2.424, -0.941, 0.553], [0.704, -0.918, 0.851], [1.155, 2.367, -0.458], [0.480, -2.271, -0.608]], "mulliken_charge": [0.3024, 0.2532, 0.2194, -0.3577, 0.4998, -0.0615, -0.6139, 0.4391, -0.0465, 0.4776, -0.4271, -0.6848]}

{"formula": "C4H4ClNO2", "method": "wB97M-V/def2-TZVPD", "smiles": "Oc1cc(Cl)c(O)[nH]1", "spin_multiplicity": 1, "de_lowest_ev": 0.676, "elements": ["C", "H", "O", "H", "O", "H", "C", "C", "C", "N", "H", "Cl"], "xyz": [[-0.286, 0.806, 0.689], [0.003, -1.150, 1.489], [-0.622, 1.511, 1.802], [-0.630, 0.962, 2.579], [0.622, -2.229, -0.912], [0.398, 0.177, -2.495], [0.203, 0.129, -1.431], [0.303, -0.951, -0.599], [-0.174, 1.238, -0.590], [0.000, -0.552, 0.695], [0.612, -2.795, -0.105], [-0.428, 2.854, -1.124]], "mulliken_charge": [-0.1322, 0.1550, -0.4917, 0.2976, -0.4914, 0.4243, -0.6189, 0.2234, 0.5661, -0.0141, 0.3041, -0.2221]}